{
  "formula": "C27H10BCoF20GeN6OSTe",
  "method": "ωB97M-V/def2-TZVPD",
  "species": ["Co", "C", "C", "N", "N", "C", "B", "N", "C", "C", "C", "N", "N", "C", "C", "C", "N", "H", "H", "H", "H", "H", "H", "H", "H", "H", "H", "F", "C", "C", "C", "F", "C", "F", "C", "F", "C", "F", "Ge", "S", "C", "C", "F", "C", "F", "C", "F", "C", "F", "C", "F", "C", "C", "F", "C", "F", "C", "F", "C", "F", "C", "F", "F", "Te", "F", "F", "F", "F", "O"],
  "coordinates": [[2.468, 1.487, 0.211], [-0.818, 2.748, -2.355], [-0.345, 2.117, -1.195], [0.961, 2.297, -1.086], [1.361, 3.027, -2.144], [0.306, 3.311, -2.926], [2.859, 3.352, -2.267], [3.630, 2.018, -2.381], [4.461, 1.539, -3.318], [4.901, 0.292, -2.917], [4.275, 0.072, -1.686], [3.519, 1.119, -1.390], [3.318, 3.997, -0.935], [3.743, 5.234, -0.652], [3.968, 5.323, 0.710], [3.640, 4.059, 1.205], [3.260, 3.280, 0.203], [-1.830, 2.788, -2.719], [-0.865, 1.555, -0.433], [0.428, 3.895, -3.824], [3.089, 4.070, -3.199], [4.670, 2.115, -4.204], [5.569, -0.369, -3.440], [4.310, -0.764, -1.007], [3.852, 5.964, -1.437], [4.315, 6.178, 1.263], [3.643, 3.662, 2.207], [-4.896, -2.079, 2.121], [-4.005, -2.808, 2.815], [-2.656, -2.734, 2.530], [-1.817, -3.530, 3.297], [-0.507, -3.498, 3.077], [-2.287, -4.367, 4.291], [-1.456, -5.127, 5.006], [-3.647, -4.416, 4.543], [-4.122, -5.219, 5.496], [-4.513, -3.633, 3.804], [-5.829, -3.684, 4.046], [-1.806, -1.491, 1.247], [-0.541, -0.093, 2.330], [-1.013, -2.491, -0.248], [-0.947, -3.864, -0.369], [-1.555, -4.669, 0.514], [-0.271, -4.482, -1.408], [-0.230, -5.816, -1.498], [0.366, -3.709, -2.359], [1.021, -4.292, -3.364], [0.307, -2.329, -2.279], [0.904, -1.582, -3.210], [-0.386, -1.751, -1.237], [-0.460, -0.414, -1.199], [-3.261, -0.367, 0.472], [-3.733, -0.424, -0.829], [-3.336, -1.386, -1.673], [-4.657, 0.478, -1.330], [-5.081, 0.388, -2.595], [-5.152, 1.473, -0.509], [-6.044, 2.347, -0.977], [-4.731, 1.545, 0.806], [-5.228, 2.487, 1.612], [-3.810, 0.625, 1.269], [-3.463, 0.702, 2.560], [1.952, -1.558, 3.874], [2.069, -0.757, 2.063], [3.643, -1.802, 1.891], [1.500, 1.890, 1.706], [3.712, 0.708, 1.764], [1.301, -2.398, 1.463], [1.979, -0.236, 0.203]],
  "mulliken_charge": [0.18, -1.15, 0.03, 0.07, 0.22, -0.29, 0.02, 0.00, -0.04, -1.29, -0.17, 0.47, 0.26, -0.04, -1.26, -0.09, 0.22, 0.44, 0.46, 0.48, -0.11, 0.46, 0.40, 0.56, 0.45, 0.39, 0.52, -0.28, 0.57, -0.56, 0.44, -0.20, -0.16, -0.30, 0.70, -0.31, -0.07, -0.31, 1.11, -0.55, -0.70, 0.83, -0.31, 0.19, -0.33, 0.69, -0.33, -0.12, -0.36, -0.05, 0.03, -0.73, 0.70, -0.33, 0.08, -0.33, 0.71, -0.33, 0.12, -0.32, 0.58, -0.41, -0.50, 1.40, -0.41, -0.67, -0.70, -0.42, -0.26],
  "total_energy_ev": -206450.3438,
  "s_squared": 3.792,
  "charge": -1,
  "e_homo_ev": [-5.835, -6.292],
  "multiplicity": 4
}

{
  "formula": "C27H12AuBrF4N5S5Te",
  "method": "ωB97M-V/def2-TZVPD",
  "species": ["Au", "Te", "C", "C", "C", "C", "C", "C", "H", "H", "H", "H", "H", "C", "S", "C", "C", "S", "S", "C", "S", "S", "H", "H", "H", "Br", "C", "C", "C", "C", "C", "N", "H", "H", "H", "H", "F", "C", "C", "F", "C", "C", "C", "F", "C", "C", "C", "N", "C", "N", "F", "C", "C", "N", "C", "N"],
  "coordinates": [[-0.576, -0.970, -1.172], [-1.927, -2.749, 0.075], [-2.464, -4.158, -1.335], [-3.169, -5.281, -0.890], [-3.560, -6.248, -1.800], [-3.252, -6.098, -3.145], [-2.549, -4.984, -3.589], [-2.151, -4.011, -2.689], [-3.410, -5.401, 0.159], [-4.105, -7.118, -1.460], [-3.558, -6.855, -3.854], [-2.309, -4.874, -4.638], [-1.598, -3.146, -3.031], [-4.275, 3.226, 1.275], [-3.346, 4.621, 0.605], [-2.614, 4.056, -0.849], [-2.040, 2.804, -1.149], [-1.851, 1.501, -0.128], [-1.348, 2.707, -2.754], [-1.608, 4.350, -3.267], [-1.157, 4.968, -4.687], [-2.465, 5.278, -2.055], [-4.851, 3.670, 2.085], [-3.624, 2.450, 1.658], [-4.955, 2.833, 0.524], [1.941, -1.748, 1.673], [0.921, -0.307, 2.468], [1.467, 0.128, 3.868], [0.412, 0.271, 4.909], [-0.869, 0.123, 4.582], [-1.263, -0.289, 3.231], [-0.484, -0.533, 2.250], [2.353, -0.398, 4.218], [0.714, 0.500, 5.923], [-1.655, 0.245, 5.315], [-2.327, -0.432, 3.050], [-0.086, 3.297, 2.953], [0.262, 3.937, 1.848], [-0.173, 5.198, 1.680], [-0.872, 5.759, 2.651], [0.007, 5.942, 0.446], [0.721, 5.219, -0.593], [1.138, 3.956, -0.426], [1.824, 3.369, -1.400], [0.940, 3.208, 0.799], [1.274, 1.888, 0.888], [1.367, 1.104, -0.299], [1.247, 0.297, -1.114], [1.364, 1.095, 2.124], [1.824, 1.458, 3.262], [1.003, 5.838, -1.725], [-0.484, 7.195, 0.264], [-0.434, 7.883, -0.993], [-0.460, 8.435, -1.999], [-1.141, 7.946, 1.294], [-1.647, 8.613, 2.079]],
  "mulliken_charge": [0.55, 0.30, 0.56, -0.50, -0.58, -0.42, -0.60, -0.27, 0.31, 0.38, 0.39, 0.38, 0.29, -0.82, 0.20, -0.36, 0.23, -0.06, -0.05, 0.08, -0.06, -0.02, 0.45, 0.10, 0.35, -0.04, 0.10, 0.06, -0.92, -0.56, -0.22, 0.09, 0.52, 0.46, 0.44, 0.42, -0.22, 0.19, 0.07, -0.36, 0.40, 0.44, 0.02, -0.40, 0.76, 1.29, -0.28, -0.80, -0.09, -0.74, -0.37, 1.29, -0.27, -0.42, -0.23, -0.47],
  "total_energy_ev": -181705.4323,
  "s_squared": 2.061,
  "e_above_lowest_kj_mol": 0.0,
  "charge": 1,
  "e_homo_ev": [-10.820, -11.381],
  "multiplicity": 3
}

{
  "formula": "C27H16F2N4Zr",
  "method": "ωB97M-V/def2-TZVPD",
  "species": ["Zr", "F", "C", "C", "C", "C", "C", "F", "C", "C", "C", "C", "C", "C", "N", "H", "H", "H", "H", "H", "H", "N", "C", "C", "C", "C", "C", "C", "C", "C", "C", "C", "C", "C", "N", "C", "C", "C", "C", "N", "H", "H", "H", "H", "H", "H", "H", "H", "H", "H"],
  "coordinates": [[-0.028, 0.394, 0.288], [5.141, -0.512, -1.595], [4.299, -0.378, -0.585], [2.932, -0.436, -0.838], [2.049, -0.302, 0.221], [2.522, -0.119, 1.556], [3.906, -0.069, 1.721], [4.428, 0.101, 2.938], [4.808, -0.192, 0.682], [1.576, -0.093, 2.709], [1.892, -0.175, 4.059], [0.880, -0.164, 5.004], [-0.458, -0.066, 4.629], [-0.731, 0.007, 3.289], [0.255, -0.009, 2.364], [2.621, -0.586, -1.864], [5.873, -0.158, 0.865], [2.921, -0.259, 4.364], [1.142, -0.239, 6.052], [-1.259, -0.058, 5.353], [-1.746, 0.079, 2.913], [-7.781, 7.061, -0.075], [-6.895, 6.331, -0.065], [-5.782, 5.412, -0.053], [-4.793, 5.540, 0.918], [-3.725, 4.660, 0.925], [-3.662, 3.638, -0.024], [-4.665, 3.510, -0.990], [-5.719, 4.406, -1.014], [-2.538, 2.682, -0.023], [-2.887, 1.309, -0.054], [-4.148, 0.762, 0.204], [-4.078, -0.621, 0.041], [-2.780, -0.906, -0.329], [-2.013, 0.227, -0.372], [-1.234, 3.205, 0.012], [-0.839, 4.526, -0.187], [0.555, 4.596, -0.081], [0.997, 3.321, 0.168], [-0.056, 2.434, 0.223], [-4.864, 6.325, 1.658], [-2.965, 4.751, 1.689], [-4.607, 2.734, -1.742], [-6.487, 4.330, -1.770], [-5.018, 1.331, 0.491], [-4.877, -1.335, 0.160], [-2.354, -1.868, -0.579], [-1.508, 5.341, -0.415], [1.175, 5.470, -0.186], [2.011, 2.973, 0.302]],
  "mulliken_charge": [1.36, -0.27, 0.30, -0.65, -0.31, 0.29, 0.46, -0.30, -0.69, 0.88, -0.78, -0.33, -0.92, 0.09, -0.24, 0.50, 0.53, 0.56, 0.47, 0.45, 0.43, -0.40, -0.23, 0.54, -0.85, -0.45, -0.23, -0.37, -0.86, 0.99, 0.35, -0.18, -1.07, -0.37, -0.51, 0.09, -0.28, -1.34, -0.11, -0.01, 0.49, 0.59, 0.60, 0.49, 0.65, 0.51, 0.50, 0.62, 0.47, 0.55],
  "total_energy_ev": -40919.2124,
  "charge": 2,
  "e_homo_ev": -14.761
}